C28H19ClHfN6O6 | ωB97M-V with the def2-TZVPD basis set

```
61
Properties=species:S:1:pos:R:3:forces:R:3
Hf -0.378 -0.590 0.434 0.406 -0.052 0.100
N 3.842 0.744 1.559 -0.077 -0.124 -0.095
C 2.592 0.400 1.797 0.024 0.087 -0.079
N 1.931 -0.497 1.101 -0.355 -0.118 -0.090
C 2.599 -1.176 0.070 0.303 0.027 -0.156
N 2.060 -2.192 -0.534 -0.513 -0.136 0.359
N 0.790 -2.417 -0.004 0.456 0.057 -0.238
C 0.202 -3.537 -0.117 -0.271 -0.281 0.187
C -1.095 -3.652 0.602 0.580 0.080 -0.164
C -1.833 -4.809 0.603 -0.154 -0.095 0.104
C -2.975 -4.863 1.403 0.052 -0.074 -0.080
C -3.315 -3.764 2.164 0.000 0.075 0.037
C -2.528 -2.621 2.084 -0.010 0.009 0.001
N -1.438 -2.555 1.323 -0.005 0.041 -0.320
C 3.916 -0.707 -0.342 -0.140 -0.166 0.050
C 4.571 -1.187 -1.480 -0.003 -0.034 -0.018
C 5.823 -0.709 -1.798 0.024 0.068 0.046
C 6.442 0.246 -0.983 0.043 0.001 -0.011
C 5.813 0.733 0.145 -0.061 -0.094 -0.105
C 4.546 0.248 0.445 0.044 0.330 0.340
H 4.271 1.431 2.162 0.112 0.013 -0.022
H 2.100 0.911 2.616 -0.072 -0.042 -0.014
H 0.653 -4.374 -0.643 -0.030 -0.028 0.037
H -1.524 -5.657 0.007 0.006 0.009 0.002
H -3.576 -5.763 1.431 -0.004 0.008 0.011
H -4.179 -3.770 2.812 0.001 -0.012 -0.005
H -2.775 -1.736 2.657 -0.003 0.003 -0.004
H 4.084 -1.931 -2.095 -0.002 0.001 0.013
H 6.336 -1.073 -2.677 -0.004 -0.005 0.001
H 7.427 0.615 -1.235 -0.005 -0.027 -0.026
H 6.286 1.476 0.774 0.001 -0.006 0.002
O -2.393 -0.145 0.029 -0.329 0.325 0.293
C -2.502 0.521 1.123 0.238 0.026 0.195
O -1.454 0.505 1.898 -0.266 -0.217 -0.237
C -3.706 1.242 1.497 0.113 0.004 0.106
C -3.721 1.931 2.713 -0.178 0.063 -0.006
C -4.863 2.616 3.088 0.183 -0.140 -0.096
C -5.940 2.584 2.223 -0.416 0.288 0.103
C -5.955 1.919 1.013 0.230 -0.079 -0.006
C -4.810 1.230 0.647 -0.153 0.039 -0.064
N -7.180 3.322 2.626 -0.081 -0.121 0.099
O -8.077 3.368 1.814 0.183 0.024 0.105
O -7.196 3.792 3.743 0.048 -0.033 -0.229
H -2.849 1.928 3.351 0.023 -0.010 -0.006
H -4.928 3.159 4.019 -0.035 0.016 0.001
H -6.835 1.951 0.390 -0.011 0.001 0.004
H -4.771 0.695 -0.292 0.029 -0.007 0.011
Cl 4.134 2.857 -5.619 -0.096 -0.023 0.101
C 3.032 2.258 -4.438 0.203 0.058 -0.230
C 2.315 1.099 -4.718 -0.074 0.015 0.149
C 1.452 0.608 -3.758 0.108 0.023 -0.164
C 1.313 1.280 -2.541 -0.158 -0.234 -0.056
C 2.026 2.452 -2.280 0.100 0.119 -0.108
C 2.893 2.944 -3.235 -0.061 -0.036 0.039
C 0.464 0.706 -1.523 -0.105 0.244 0.210
O 0.345 1.242 -0.352 0.050 0.120 -0.262
O -0.147 -0.423 -1.664 0.194 0.076 0.080
H 2.443 0.605 -5.671 -0.012 -0.016 0.008
H 0.887 -0.295 -3.947 -0.021 0.005 0.037
H 1.895 2.977 -1.343 -0.032 -0.041 0.017
H 3.459 3.850 -3.076 -0.020 0.002 0.043
```
Positions in Å, forces in eV/Å.

Results
multiplicity	1
Kohn-Sham gap	7.10	eV
calculated total energy	-64388.8065	eV
total charge	+2